A 2-piece molecular cluster, CH8N4P overall in a non-equilibrium geometry, computed with the ωB97M-V functional and the def2-TZVPD basis.

Summary:
- orbital gap (eV) = 8.589
- energy above the lowest of the compared OMol25 structures with the same formula, charge and spin (eV) = 2.163
- total charge = +1
- highest occupied orbital energy (Eh) = -0.5201
- molecular weight (g/mol) = 107.08
- total energy (eV) = -16408.19511

Last column: natural (NBO) charge in e.
Cartesian coordinates (Å):
C -1.50063 0.25243 0.03277  0.584
N -2.61302 0.18275 0.77559  -0.806
N -0.92026 -0.56882 -0.70650  -0.732
N 2.27970 -0.50706 0.18029  -1.064
N -0.66122 1.52380 0.18047  -0.918
P 0.61658 1.84512 -0.69843  1.105
H -3.22877 -0.68291 0.83708  0.438
H -3.11808 0.94971 1.05168  0.404
H -1.39874 -1.41276 -1.08528  0.400
H 1.84094 -0.97249 0.97755  0.394
H 3.21485 -0.26314 0.23912  0.379
H 2.40212 -1.16612 -0.55633  0.377
H -0.83851 2.14140 0.91649  0.432
H 0.66742 0.71847 -1.51149  0.005